1.
{
  "formula": "C60H77N4O",
  "method": "ωB97M-V/def2-TZVPD",
  "charge": 1,
  "elements": ["C", "N", "C", "O", "C", "C", "C", "C", "C", "C", "C", "C", "N", "C", "C", "C", "C", "C", "C", "C", "C", "C", "C", "C", "C", "H", "H", "H", "H", "H", "H", "H", "H", "H", "H", "H", "H", "H", "H", "H", "H", "H", "H", "H", "H", "H", "H", "H", "H", "H", "C", "C", "C", "C", "C", "C", "C", "C", "C", "C", "C", "C", "C", "C", "N", "C", "C", "N", "C", "C", "C", "C", "C", "C", "C", "C", "C", "C", "C", "C", "C", "C", "C", "C", "C", "C", "C", "C", "C", "C", "H", "H", "H", "H", "H", "H", "H", "H", "H", "H", "H", "H", "H", "H", "H", "H", "H", "H", "H", "H", "H", "H", "H", "H", "H", "H", "H", "H", "H", "H", "H", "H", "H", "H", "H", "H", "H", "H", "H", "H", "H", "H", "H", "H", "H", "H", "H", "H", "H", "H", "H", "H"],
  "coordinates": [[3.4610, 5.9128, 3.6411], [3.1965, 4.5556, 3.2410], [4.2238, 3.6717, 3.0513], [5.4245, 3.9424, 3.0704], [3.6060, 2.2982, 2.8002], [3.9433, 1.3259, 3.9426], [5.4142, 0.9665, 3.9494], [6.2036, 1.2245, 5.0754], [7.5818, 1.0015, 5.0278], [8.1691, 0.4768, 3.8687], [7.3666, 0.1560, 2.7667], [5.9876, 0.3891, 2.8116], [2.1845, 2.6296, 2.6746], [1.3097, 1.6763, 2.2919], [-0.0643, 1.8601, 2.1974], [-0.9985, 0.9095, 1.7177], [-2.3331, 1.1628, 2.2881], [-2.8039, 0.3020, 3.2961], [-3.9975, 0.5646, 3.9515], [-4.7093, 1.7319, 3.6557], [-4.2013, 2.6359, 2.7160], [-3.0267, 2.3551, 2.0232], [1.8605, 3.9707, 3.2061], [1.2874, 3.8797, 4.6277], [0.9550, 4.8291, 2.3066], [4.5413, 6.0518, 3.6653], [3.0185, 6.6120, 2.9262], [3.0404, 6.1200, 4.6314], [3.9754, 1.9044, 1.8351], [3.6663, 1.8123, 4.8929], [3.3212, 0.4207, 3.8359], [5.7315, 1.6352, 5.9723], [8.1987, 1.2430, 5.8945], [9.2482, 0.3147, 3.8236], [7.8077, -0.2711, 1.8647], [5.3505, 0.1532, 1.9532], [1.7630, 0.7410, 1.9432], [-0.4730, 2.7710, 2.6465], [-0.6275, -0.1254, 1.6702], [-2.2035, -0.5749, 3.5576], [-4.3591, -0.1499, 4.6920], [-5.6293, 1.9522, 4.1969], [-4.7244, 3.5745, 2.5286], [-2.6203, 3.0561, 1.2824], [2.0272, 3.4255, 5.3027], [1.0553, 4.8910, 4.9854], [0.3721, 3.2763, 4.6475], [1.3826, 4.8958, 1.2971], [-0.0598, 4.4350, 2.2261], [0.8812, 5.8334, 2.7438], [0.6345, 2.0269, -0.6913], [0.9441, 2.2884, -2.1392], [1.4527, 3.7333, -2.2512], [2.0810, 1.3573, -2.5590], [-0.3711, 2.0833, -2.9204], [-1.1199, 3.2403, -3.2045], [-1.7153, 3.3349, -4.4546], [-1.6765, 2.2034, -5.2694], [-1.4666, 0.9227, -4.7454], [-1.9209, -0.2156, -5.7297], [-2.4318, -1.4716, -5.0480], [-0.7885, -0.5336, -6.7166], [-3.1185, 0.2443, -6.5841], [-0.8402, 0.8480, -3.4503], [-0.5899, -0.4029, -2.7589], [0.2997, -1.3822, -3.3890], [0.0457, -2.6515, -2.6367], [-0.6994, -2.2218, -1.4564], [-0.8631, -3.2365, -0.4397], [0.2177, -3.4977, 0.4581], [1.5933, -2.7640, 0.5343], [2.0301, -2.5961, 2.0019], [1.5887, -1.3675, -0.0533], [2.6430, -3.6269, -0.1864], [0.1068, -4.5694, 1.3511], [-1.0327, -5.3565, 1.4120], [-2.0085, -5.1932, 0.4415], [-1.9459, -4.1675, -0.5012], [-3.0934, -4.2548, -1.5518], [-4.4382, -4.5582, -0.8692], [-2.7741, -5.4003, -2.5218], [-3.3276, -2.9717, -2.3068], [-0.9965, -0.8726, -1.5116], [-1.5888, -0.1696, -0.4211], [-2.6918, -0.8673, 0.2633], [-2.4156, -1.8387, 1.2356], [-3.4470, -2.4699, 1.9172], [-4.7692, -2.0785, 1.6939], [-5.0552, -1.0828, 0.7517], [-4.0286, -0.4783, 0.0328], [0.3321, 0.9878, -0.5481], [1.5099, 2.2030, -0.0568], [-0.1919, 2.6497, -0.3320], [1.6101, 4.0061, -3.3022], [0.7551, 4.4463, -1.7954], [2.4163, 3.8305, -1.7287], [2.2590, 1.4032, -3.6412], [3.0063, 1.6500, -2.0402], [1.8719, 0.3269, -2.2649], [-1.1451, 4.0938, -2.5192], [-2.1384, 4.2707, -4.8254], [-1.8895, 2.3265, -6.3334], [-3.2001, -1.2160, -4.3103], [-2.9000, -2.1299, -5.7965], [-1.6434, -2.0648, -4.5869], [-0.5987, 0.3307, -7.3654], [0.1570, -0.7845, -6.2252], [-1.0800, -1.3810, -7.3531], [-2.8486, 0.9980, -7.3292], [-3.5193, -0.6118, -7.1415], [-3.9227, 0.6368, -5.9538], [0.0980, -1.4485, -4.4613], [1.3580, -1.0859, -3.3166], [-0.5613, -3.3806, -3.1964], [0.9638, -3.1778, -2.3396], [2.3083, -3.5491, 2.4659], [2.9138, -1.9429, 2.0672], [1.2276, -2.1348, 2.5941], [1.4688, -1.3811, -1.1369], [0.7838, -0.7629, 0.3750], [2.5443, -0.8613, 0.1584], [2.3849, -3.7843, -1.2411], [3.6281, -3.1402, -0.1488], [2.7218, -4.6130, 0.2883], [0.9325, -4.8213, 2.0216], [-1.1335, -6.1374, 2.1682], [-2.8290, -5.9148, 0.4195], [-4.6090, -3.8625, -0.0395], [-5.2549, -4.4273, -1.5921], [-4.4983, -5.5845, -0.4945], [-1.8118, -5.2451, -3.0268], [-2.7247, -6.3556, -1.9853], [-3.5559, -5.4785, -3.2907], [-2.4389, -2.6581, -2.8385], [-4.1288, -3.1093, -3.0474], [-3.6148, -2.1628, -1.6292], [-1.7062, 0.8997, -0.5936], [-1.3761, -2.0328, 1.4979], [-3.2048, -3.2301, 2.6638], [-5.5669, -2.5545, 2.2706], [-6.0885, -0.7598, 0.5962], [-4.2177, 0.3133, -0.6986]]
}

2.
{
  "formula": "C60H87F3N6O3",
  "method": "ωB97M-V/def2-TZVPD",
  "smiles": "CC1(C)CCCC(C)(C)N1O.CC1(C)CCCC(C)(C)N1O.CC1(C)CCCC(C)(C)N1O.Fc1ccccc1.Fc1ccccc1.Fc1ccccc1.c1ccncc1.c1ccncc1.c1ccncc1",
  "elements": ["N", "C", "C", "C", "C", "C", "H", "H", "H", "H", "H", "N", "C", "C", "C", "C", "C", "H", "H", "H", "H", "H", "N", "C", "C", "C", "C", "C", "H", "H", "H", "H", "H", "F", "C", "C", "C", "C", "C", "C", "H", "H", "H", "H", "H", "F", "C", "C", "C", "C", "C", "C", "H", "H", "H", "H", "H", "F", "C", "C", "C", "C", "C", "C", "H", "H", "H", "H", "H", "C", "C", "C", "C", "C", "C", "N", "O", "C", "C", "C", "H", "H", "H", "H", "H", "H", "H", "H", "H", "H", "H", "H", "H", "H", "H", "H", "H", "H", "H", "C", "C", "C", "C", "C", "C", "N", "O", "C", "C", "C", "H", "H", "H", "H", "H", "H", "H", "H", "H", "H", "H", "H", "H", "H", "H", "H", "H", "H", "H", "C", "C", "C", "C", "C", "C", "N", "O", "C", "C", "C", "H", "H", "H", "H", "H", "H", "H", "H", "H", "H", "H", "H", "H", "H", "H", "H", "H", "H", "H"],
  "coordinates": [[12.1968, 12.8854, 18.2008], [13.5142, 12.9966, 18.4453], [14.0679, 13.9593, 19.3044], [13.1718, 14.7008, 20.0985], [11.8323, 14.5889, 19.8327], [11.3386, 13.6948, 18.8419], [14.1875, 12.1881, 18.1131], [15.1222, 13.9809, 19.4338], [13.4928, 15.4571, 20.7904], [11.0654, 15.1732, 20.3311], [10.2514, 13.6446, 18.6526], [14.5999, 9.8733, 15.6938], [14.8908, 9.9293, 16.9711], [15.9915, 10.6290, 17.5334], [16.6829, 11.5065, 16.7162], [16.3021, 11.4619, 15.3793], [15.2316, 10.7227, 14.9466], [14.3440, 9.2720, 17.6437], [16.1140, 10.5541, 18.5951], [17.5941, 11.9692, 16.9704], [16.7277, 11.9917, 14.5758], [14.9895, 10.7503, 13.8535], [8.8130, 12.4995, 13.4453], [8.7171, 11.5508, 12.5297], [9.6160, 10.4005, 12.5530], [10.5719, 10.2692, 13.5051], [10.7019, 11.2991, 14.4332], [9.8313, 12.3766, 14.3265], [7.9352, 11.7524, 11.8239], [9.5834, 9.7709, 11.6996], [11.1671, 9.4117, 13.5443], [11.4258, 11.2884, 15.2354], [9.9730, 13.1962, 15.0060], [17.5687, 17.6372, 10.5792], [17.0122, 16.8869, 9.6472], [16.6829, 15.5650, 10.0136], [16.1874, 14.6917, 9.0878], [15.9892, 15.1218, 7.7645], [16.3643, 16.4463, 7.4506], [16.9911, 17.2973, 8.3970], [16.8073, 15.1803, 11.0397], [15.9643, 13.6239, 9.2854], [15.6195, 14.4734, 7.0339], [16.4040, 16.7764, 6.4098], [17.3549, 18.3094, 8.1556], [14.7435, 20.7561, 10.9726], [14.8290, 20.5734, 12.2981], [16.0036, 19.9739, 12.7072], [16.1898, 19.7934, 14.0334], [15.1962, 20.1760, 14.9753], [14.0771, 20.8171, 14.5038], [13.8775, 21.0689, 13.1492], [16.8329, 19.8265, 12.0471], [17.0699, 19.2659, 14.3657], [15.3705, 20.0830, 16.0804], [13.4300, 21.2486, 15.1991], [13.0200, 21.5810, 12.6867], [14.8141, 13.1039, 12.9783], [14.5171, 14.2990, 13.6734], [14.8323, 15.4220, 12.9593], [14.5744, 16.6605, 13.5556], [14.1441, 16.7035, 14.8612], [13.9002, 15.4905, 15.5515], [14.1439, 14.2733, 14.9859], [15.1116, 15.2529, 11.9449], [14.7200, 17.6288, 13.0401], [13.9549, 17.6966, 15.2922], [13.4851, 15.4535, 16.5750], [13.8879, 13.2819, 15.3824], [8.3508, 16.8125, 10.1025], [9.1499, 18.1196, 10.0884], [9.4550, 18.6357, 11.4927], [10.5982, 17.8774, 12.1642], [11.7547, 17.7876, 11.2092], [11.4938, 17.1512, 9.8559], [10.3494, 17.9240, 9.2553], [9.9881, 17.2202, 8.0919], [12.6993, 17.3668, 8.9120], [11.4199, 15.6454, 10.1034], [8.2580, 19.3053, 9.4836], [8.9328, 15.9489, 10.5151], [8.1007, 16.5394, 9.0888], [7.4133, 16.8865, 10.7259], [9.8679, 19.6655, 11.4011], [8.5409, 18.6429, 12.0784], [10.2981, 16.8498, 12.4324], [10.7579, 18.5516, 13.0308], [12.6661, 17.3616, 11.7594], [12.0669, 18.8071, 11.0648], [12.8282, 18.3907, 8.6750], [13.6616, 17.0521, 9.3861], [12.6980, 16.7784, 8.0259], [10.7947, 15.3579, 10.9471], [11.0747, 15.0796, 9.2673], [12.4700, 15.3515, 10.2737], [9.0162, 20.0890, 9.5905], [7.3806, 19.5181, 10.0480], [7.9263, 19.0067, 8.4407], [10.3132, 17.6634, 7.3081], [12.1953, 18.1612, 19.5868], [12.7227, 19.0816, 18.4527], [12.2281, 20.4961, 18.6961], [12.8856, 21.0979, 19.9626], [14.3797, 21.1847, 19.6790], [15.0310, 19.8269, 19.3770], [14.2105, 19.1892, 18.3174], [14.6894, 17.8212, 18.2402], [16.4509, 20.0574, 18.8225], [15.0987, 19.0086, 20.6885], [12.1141, 18.5665, 17.1976], [12.9441, 17.3266, 19.5794], [11.2370, 17.8264, 19.3924], [12.2138, 18.6623, 20.5487], [12.4444, 21.1187, 17.8430], [11.1298, 20.4630, 18.7644], [12.6927, 20.5400, 20.8980], [12.4678, 22.1251, 20.1376], [14.9318, 21.5540, 20.6119], [14.6327, 21.9351, 18.9212], [17.0774, 19.0994, 18.8917], [16.4579, 20.3492, 17.7876], [16.8355, 20.8605, 19.4059], [14.1575, 18.8066, 21.1848], [15.4912, 18.0405, 20.5185], [15.8055, 19.5061, 21.4213], [11.0386, 18.7875, 17.1574], [12.2714, 17.4752, 17.2243], [12.5406, 18.9192, 16.2870], [15.0427, 17.7703, 17.3602], [17.7983, 15.0859, 15.1155], [18.3570, 15.5030, 16.5136], [17.1652, 15.9727, 17.3079], [17.5551, 16.1744, 18.7593], [18.0893, 14.8837, 19.3583], [19.3132, 14.3866, 18.6216], [18.8515, 14.3221, 17.2104], [19.7834, 13.7039, 16.3683], [20.5296, 15.3029, 18.9737], [19.6621, 13.0268, 19.0733], [19.4262, 16.5942, 16.2132], [18.6068, 14.7844, 14.4077], [17.2979, 15.8978, 14.5717], [17.1205, 14.2461, 15.1667], [16.8514, 16.9230, 16.8141], [16.2535, 15.3738, 17.1829], [16.7142, 16.5699, 19.3642], [18.4367, 16.8437, 18.9128], [17.3881, 14.0734, 19.3533], [18.4144, 14.9890, 20.3952], [20.2459, 16.3049, 19.1330], [21.1125, 14.8180, 19.7426], [21.2221, 15.3290, 18.1679], [20.6588, 12.6052, 18.7198], [19.6218, 12.9680, 20.1917], [18.8722, 12.3859, 18.6654], [20.2316, 16.1644, 15.5400], [19.9411, 17.0247, 17.0761], [18.9995, 17.5295, 15.7296], [20.3520, 14.4228, 16.1435]]
}

Number 1: HOMO level -9.660 eV. Number 2: HOMO level -8.450 eV.